(1)
DFT (ωB97M-V with the def2-TZVPD basis set) results for a single C5H6FNO molecule.

Calculated values
Orbital gap (eV): 10.08
SMILES: Cc1nc(C)c(F)o1
Calculated total energy (eV): -11534.541
LUMO level (Ha): 0.0313

Element x y z (Å)
F: -2.76526 0.35439 0.39983
O: -1.06717 -0.99509 0.15331
N: 0.75610 0.22838 -0.04387
C: -0.36136 0.99646 0.03804
C: -1.41219 0.29011 0.10532
C: -0.17092 2.42634 -0.19941
C: 1.00489 -2.46936 0.09450
C: 0.27984 -1.05600 0.12451
H: 0.43489 2.99995 0.45830
H: 0.41185 2.53215 -1.15027
H: 0.46644 -3.42277 -0.33753
H: 2.05028 -2.22519 -0.49288
H: 1.48801 -2.92235 1.11873
H: -1.11540 3.26300 -0.26858

Per-atom Löwdin charges, elementary charge units:
1. F 0.092
2. O 0.130
3. N 0.174
4. C -0.367
5. C -0.269
6. C -0.046
7. C -0.035
8. C -0.280
9. H 0.044
10. H 0.087
11. H 0.095
12. H 0.114
13. H 0.106
14. H 0.154

=====

(2)
DFT (ωB97M-V with the def2-TZVPD basis set) results for 2 unconnected molecules or ions with the total composition C3H6O4.

Calculated values
Orbital gap (alpha / beta) (eV): 8.19 / 8.10
Calculated total energy (eV): -11393.856
LUMO level (alpha / beta) (Ha): 0.0174 / 0.0166

Element x y z (Å)
O: 1.51778 -0.14152 1.32743
O: 1.68232 1.18487 -0.45083
O: 2.23654 -1.09813 -0.61612
O: -2.93233 0.58742 0.34645
C: -1.55965 0.36516 0.25745
C: 1.54202 -0.08215 -0.00117
C: -0.91801 -0.50377 -0.44467
H: -0.98638 -1.32952 -1.06904
H: -3.39050 0.13055 -0.42430
H: -1.03920 1.05954 0.97090
H: 1.89401 -1.88497 -0.22851
H: 0.69299 0.36376 1.65518
H: 1.26041 1.34876 -1.32277

Per-atom Löwdin charges, elementary charge units:
1. O 0.082
2. O 0.095
3. O 0.115
4. O -0.064
5. C -0.365
6. C -0.522
7. C 0.041
8. H -0.001
9. H 0.122
10. H 0.101
11. H 0.102
12. H 0.149
13. H 0.145

=====

(3)
DFT (ωB97M-V with the def2-TZVPD basis set) results for a molecular structure, C22H28N4OOsS3.

Calculated values
Orbital gap (alpha / beta) (eV): 5.32 / 5.32
Charge: +2
Calculated total energy (eV): -66236.151
LUMO level (alpha / beta) (Ha): -0.2942 / -0.2942

Element x y z (Å)
Os: 1.26589 0.52262 0.45973
S: 1.46088 -1.62497 0.86892
S: -0.57799 -3.55614 1.73898
S: 3.57537 1.04144 0.68176
O: 1.39093 1.04512 -1.36967
N: 0.97693 2.64807 0.72598
N: 1.41442 0.82155 2.70459
N: -0.67172 -0.02677 0.05647
N: -1.17907 -1.19030 0.61848
C: -2.22861 -4.56306 -0.25647
C: -1.93460 -5.91223 -0.42253
C: -0.96592 1.63778 -1.63610
C: 2.18491 3.42693 0.30735
C: -1.86646 -6.46520 -1.69178
C: 0.40512 1.70456 -1.99963
C: 1.25443 2.25492 3.09965
C: -2.45862 -3.77722 -1.38075
C: 0.81937 2.53836 -3.04694
C: -2.08893 -5.67279 -2.80904
C: -1.85783 2.50155 -2.31237
C: 3.50012 2.87504 0.82928
C: -2.39066 -4.32865 -2.65255
C: -1.42996 3.35447 -3.29641
C: -0.27293 -2.02015 1.01238
C: 3.91512 0.55475 2.41209
C: -0.08507 3.34927 -3.68809
C: 0.41754 2.96161 2.06314
C: -2.25945 -3.96829 1.11986
C: 2.67903 0.26305 3.27559
C: -1.48962 0.59230 -0.76435
C: -2.92099 0.17262 -0.88834
H: -2.90385 2.49687 -2.04195
H: -2.03786 -6.10617 -3.79886
H: 2.06382 4.47232 0.59660
H: 2.24414 2.69789 3.17050
H: 4.54191 1.33897 2.83280
H: -2.71979 -2.73363 -1.26095
H: -3.34912 0.50336 -1.82652
H: 1.86422 2.51826 -3.32866
H: -2.62024 -4.67940 1.86250
H: -3.49585 0.59783 -0.06040
H: -2.58734 -3.71260 -3.52048
H: -3.01856 -0.90353 -0.81047
H: 2.54143 -0.80925 3.37922
H: -2.13409 4.01342 -3.78484
H: 2.19375 3.38495 -0.78103
H: -2.86231 -3.06591 1.18860
H: 4.30858 3.27922 0.22216
H: -1.64964 -7.51853 -1.80905
H: 0.25673 2.89262 0.04172
H: 0.80920 2.30631 4.09252
H: -1.76734 -6.53913 0.44628
H: 0.39033 4.03945 2.22519
H: -0.60797 2.59003 2.08230
H: 3.70991 3.14383 1.86102
H: 0.24564 3.99195 -4.49313
H: 2.81626 0.67236 4.27715
H: 4.53774 -0.33595 2.34642
H: 0.64866 0.30422 3.13214

Per-atom Löwdin charges, elementary charge units:
1. Os 1.124
2. S 0.697
3. S 0.968
4. S 0.926
5. O -0.259
6. N -0.187
7. N -0.183
8. N -0.150
9. N -0.028
10. C -0.304
11. C -0.041
12. C -0.114
13. C -0.196
14. C -0.057
15. C -0.315
16. C -0.146
17. C -0.050
18. C 0.007
19. C -0.066
20. C -0.012
21. C -0.353
22. C -0.068
23. C -0.030
24. C -0.995
25. C -0.368
26. C -0.016
27. C -0.138
28. C -0.368
29. C -0.232
30. C -0.198
31. C 0.019
32. H 0.122
33. H 0.112
34. H 0.145
35. H 0.114
36. H 0.093
37. H 0.075
38. H 0.091
39. H 0.136
40. H 0.089
41. H 0.120
42. H 0.108
43. H 0.054
44. H 0.103
45. H 0.125
46. H 0.113
47. H 0.080
48. H 0.102
49. H 0.114
50. H 0.115
51. H 0.149
52. H 0.121
53. H 0.143
54. H 0.136
55. H 0.079
56. H 0.128
57. H 0.136
58. H 0.095
59. H 0.133

=====

(4)
DFT (ωB97M-V with the def2-TZVPD basis set) results for a single C5H4O2 molecule.

Calculated values
Orbital gap (eV): 8.90
SMILES: O=C1C=CCC1=O
Calculated total energy (eV): -9343.548
LUMO level (Ha): -0.0182

Element x y z (Å)
O: -2.09012 0.35506 -1.06954
O: -1.31564 0.64399 1.80871
C: -0.99698 0.23912 -0.58783
C: 0.61220 -0.59781 0.97793
C: 0.35654 0.13661 -1.27804
C: 1.16754 -0.61173 -0.24245
C: -0.66861 0.14109 0.92453
H: 0.68262 1.17997 -1.38071
H: 0.35670 -0.30253 -2.27677
H: 1.00303 -1.05527 1.87972
H: 2.09727 -1.11769 -0.48985

Per-atom Löwdin charges, elementary charge units:
1. O 0.147
2. O 0.130
3. C -0.310
4. C -0.001
5. C -0.091
6. C -0.040
7. C -0.329
8. H 0.137
9. H 0.124
10. H 0.118
11. H 0.114

=====

(5)
DFT (ωB97M-V with the def2-TZVPD basis set) results for a single C3H6N2O2 molecule.

Calculated values
Orbital gap (eV): 10.56
SMILES: C=C[C@H](N)ON=O
Calculated total energy (eV): -10279.214
LUMO level (Ha): 0.0245

Element x y z (Å)
O: 3.33203 -0.38379 -0.18624
O: 1.23556 0.03931 -0.50566
N: 2.28589 -0.12522 0.36142
N: -0.21129 1.77659 -0.37070
C: -1.06517 -0.52384 0.33284
C: -0.98357 -1.74479 -0.22976
C: 0.00930 0.56616 0.23213
H: -0.81786 1.82903 -1.23304
H: -1.70195 -2.58843 -0.14699
H: -0.54138 2.54523 0.16181
H: -1.95914 -0.08863 0.83120
H: 0.40608 0.83104 1.15573
H: 0.01151 -2.13265 -0.40275

Per-atom Löwdin charges, elementary charge units:
1. O 0.015
2. O -0.089
3. N -0.062
4. N 0.074
5. C -0.095
6. C 0.021
7. C -0.408
8. H 0.126
9. H 0.069
10. H 0.076
11. H 0.108
12. H 0.112
13. H 0.053

=====

(6)
DFT (ωB97M-V with the def2-TZVPD basis set) results for a molecular structure, C13H30AlBClF3NNa2O15.

Calculated values
Orbital gap (eV): 2.86
Charge: +1
Calculated total energy (eV): -82927.028
LUMO level (Ha): -0.2758

Element x y z (Å)
Cl: 5.24478 -1.89700 3.02114
Al: -5.48056 -1.89889 -1.03502
Na: -3.62247 0.80087 -0.65992
Na: -6.07914 0.41937 1.46849
F: 0.67359 -1.79045 3.34141
F: 0.59476 0.17583 4.49106
F: -7.60728 -0.13575 -1.00188
O: 4.73087 -2.72741 4.11098
O: 6.53981 -2.36500 2.64907
O: 1.99798 0.03134 2.60779
O: 1.39958 3.85443 -1.64470
O: -0.35272 0.09546 2.32874
O: -3.81501 -0.24302 3.72870
O: 1.49300 -1.59828 -1.45247
O: 1.65087 -3.55500 5.17822
O: 2.38661 -1.44425 5.36910
O: 5.29779 -0.54042 3.47592
O: 2.51984 1.15942 0.75005
O: -0.39950 1.22267 0.41301
O: 4.32308 -2.02058 1.92552
O: -8.72745 3.78847 0.31382
O: 2.53357 -3.28478 -3.59747
N: -8.41574 2.04937 -1.24233
C: 1.39185 -3.58000 -2.82080
C: 0.21094 0.70842 1.32601
C: 0.69648 -2.31543 -2.35842
C: 3.78358 3.59163 -1.87897
C: -6.11555 1.50034 -1.91042
C: 3.74854 -3.41228 -2.86709
C: 2.47679 3.92955 -2.57954
C: -7.57891 1.06081 -1.81265
C: 2.21780 2.98881 -3.74716
C: 1.72070 0.67662 1.49952
C: 2.13084 -0.48950 -2.06667
C: 3.39149 -3.09500 6.68178
C: 2.32886 -2.64088 5.59267
B: 0.72793 -0.39405 3.23598
H: 1.40162 0.31129 -2.23522
H: 4.04419 -3.83126 6.22256
H: -7.92977 0.79886 -2.80997
H: 1.35789 2.94958 -1.30808
H: 2.60433 -0.76080 -3.01342
H: 3.95387 4.26822 -1.04215
H: -7.89507 4.08584 0.70468
H: -0.22702 -2.59748 -1.83086
H: 2.13868 1.95754 -3.39907
H: 3.75116 2.57887 -1.46930
H: 3.01810 3.04464 -4.48643
H: 4.63003 3.66378 -2.56420
H: 1.65256 -4.20879 -1.96504
H: 3.99015 -4.46948 -2.72115
H: -5.53971 0.97296 -1.11922
H: 4.53983 -2.95198 -3.45499
H: 2.85807 -3.53182 7.52185
H: -5.99613 2.55939 -1.72494
H: -3.48741 -0.99053 4.25171
H: -8.73155 2.67514 -1.97036
H: 1.27357 3.23692 -4.23657
H: -9.37789 3.55658 0.99529
H: 2.89438 -0.12379 -1.38438
H: -8.55989 2.94290 -0.40934
H: 2.50777 4.95849 -2.94115
H: 0.42047 -1.68811 -3.21433
H: 3.97497 -2.24688 7.01779
H: 0.70522 -4.14725 -3.46063
H: 3.69553 -2.91154 -1.89880
H: -5.68558 1.27328 -2.88779

Per-atom Löwdin charges, elementary charge units:
1. Cl 0.667
2. Al 1.061
3. Na 0.567
4. Na 0.600
5. F 0.170
6. F 0.168
7. F -0.188
8. O -0.276
9. O -0.294
10. O 0.237
11. O -0.063
12. O 0.228
13. O -0.327
14. O -0.175
15. O 0.242
16. O 0.281
17. O -0.279
18. O 0.147
19. O 0.075
20. O -0.260
21. O 0.152
22. O -0.189
23. N -0.005
24. C -0.213
25. C -0.408
26. C -0.230
27. C -0.051
28. C -0.043
29. C -0.092
30. C -0.489
31. C -0.442
32. C -0.058
33. C -0.398
34. C -0.103
35. C 0.127
36. C -0.592
37. B -1.057
38. H 0.074
39. H 0.102
40. H 0.148
41. H 0.066
42. H 0.092
43. H 0.084
44. H 0.135
45. H 0.112
46. H 0.050
47. H 0.073
48. H 0.082
49. H 0.080
50. H 0.129
51. H 0.091
52. H -0.055
53. H 0.091
54. H 0.108
55. H 0.097
56. H -0.062
57. H 0.076
58. H 0.074
59. H 0.148
60. H 0.087
61. H -0.044
62. H 0.134
63. H 0.122
64. H 0.104
65. H 0.121
66. H 0.088
67. H 0.104

=====

(7)
DFT (ωB97M-V with the def2-TZVPD basis set) results for a single C11H11BO2 molecule.

Calculated values
Orbital gap (eV): 8.23
SMILES: B[C@@H]1[C@@H]2C=C[C@H]1c1c(O)ccc(O)c12
Calculated total energy (eV): -16352.909
LUMO level (Ha): 0.0141

Element x y z (Å)
O: -1.16259 -2.93023 0.89243
O: -2.34346 2.02090 -0.99220
C: 1.34223 0.64704 0.84283
C: -1.41902 -1.64772 0.46882
C: 1.48634 -0.71922 -1.20517
C: -2.75103 -1.27390 0.42710
C: 1.11786 0.49143 -1.61053
C: -3.03436 -0.02794 -0.14868
C: 0.61925 1.27273 -0.40352
C: -2.00816 0.81611 -0.47997
C: -0.67637 0.53693 -0.15254
C: -0.35421 -0.72016 0.28849
C: 1.16085 -0.84671 0.26291
B: 2.89633 0.93817 1.01307
H: 1.48387 -1.54338 0.93041
H: 0.83428 0.99198 1.77899
H: -3.54533 -2.03232 0.81918
H: 1.80953 -1.63973 -1.65750
H: 1.15813 0.68468 -2.65743
H: -4.10191 0.41683 -0.32190
H: 0.52792 2.30813 -0.34131
H: -3.17770 2.11712 -1.49969
H: -1.82270 -3.25105 1.45444
H: 3.36582 2.04157 0.72932
H: 3.65690 0.05848 1.27828

Per-atom Löwdin charges, elementary charge units:
1. O 0.046
2. O 0.033
3. C -0.198
4. C -0.246
5. C -0.020
6. C -0.028
7. C -0.002
8. C -0.038
9. C -0.152
10. C -0.292
11. C -0.109
12. C -0.085
13. C -0.154
14. B 0.074
15. H 0.111
16. H 0.160
17. H 0.148
18. H 0.117
19. H 0.107
20. H 0.149
21. H 0.128
22. H 0.123
23. H 0.061
24. H 0.038
25. H 0.030

=====

(8)
DFT (ωB97M-V with the def2-TZVPD basis set) results for a molecular structure, C17H21IrN4O2PS3.

Calculated values
Orbital gap (alpha / beta) (eV): 5.32 / 5.61
Charge: +1
Calculated total energy (eV): -72653.030
LUMO level (alpha / beta) (Ha): -0.2006 / -0.1922

Element x y z (Å)
Ir: -0.67637 -1.33642 -1.99531
S: -2.77627 -0.79331 -2.96335
S: -0.18822 1.11199 -2.28117
S: 1.66466 -1.88571 -2.08397
P: -2.21463 1.00196 -2.23577
O: -2.95278 2.08728 -3.08751
O: -2.75498 1.24751 -0.76669
N: -0.37151 -1.98266 -0.08760
N: 2.93775 -1.23499 0.24835
N: 4.00392 -1.16550 -0.45278
N: 0.74873 -1.66186 0.44919
C: -3.77417 -2.71331 1.11841
C: 7.68406 0.09096 1.02045
C: -1.28432 -2.06234 2.18182
C: 1.80942 -1.56833 -0.34815
C: 5.22684 -0.75418 0.07120
C: -3.38642 3.39597 -2.62465
C: 7.55576 -0.31615 -0.30128
C: -2.37231 -2.24241 3.01388
C: -2.77945 2.12426 1.45461
C: -2.00007 1.28563 0.46624
C: 6.58067 0.06699 1.86754
C: -4.89083 3.39865 -2.47736
C: 5.35074 -0.35232 1.40371
C: -2.69154 -2.55172 0.27557
C: -3.62059 -2.55212 2.48840
C: -1.44732 -2.19282 0.79858
C: 6.33189 -0.73717 -0.78162
H: -1.01117 1.70010 0.27393
H: -3.05226 4.10085 -3.38250
H: -5.35355 3.03986 -3.39577
H: -2.24553 -2.14575 4.08378
H: -0.30640 -1.81725 2.56982
H: 4.47606 -0.36600 2.03772
H: 8.64073 0.43686 1.38686
H: -4.73738 -2.98220 0.70656
H: -3.73434 1.64859 1.67550
H: -4.47096 -2.67849 3.14471
H: 6.21684 -1.04670 -1.81452
H: -1.89072 0.26725 0.83291
H: -5.19470 2.75271 -1.65391
H: 6.68763 0.38366 2.89589
H: 8.41429 -0.30219 -0.95832
H: -2.79560 -2.71149 -0.78832
H: -2.97001 3.11858 1.05086
H: 3.96028 -1.37941 -1.45001
H: -5.24058 4.41189 -2.28224
H: -2.20997 2.22588 2.37765
H: -2.89534 3.63539 -1.68134

Per-atom Löwdin charges, elementary charge units:
1. Ir 0.618
2. S 0.356
3. S 0.397
4. S 0.588
5. P -0.116
6. O -0.306
7. O -0.320
8. N -0.166
9. N 0.103
10. N 0.045
11. N 0.038
12. C -0.059
13. C -0.059
14. C -0.025
15. C -0.761
16. C -0.216
17. C -0.233
18. C -0.064
19. C -0.061
20. C -0.049
21. C -0.270
22. C -0.060
23. C -0.057
24. C -0.010
25. C -0.055
26. C -0.062
27. C -0.288
28. C -0.014
29. H 0.086
30. H 0.126
31. H 0.088
32. H 0.113
33. H 0.110
34. H 0.110
35. H 0.112
36. H 0.115
37. H 0.086
38. H 0.112
39. H 0.119
40. H 0.091
41. H 0.080
42. H 0.114
43. H 0.114
44. H 0.060
45. H 0.079
46. H 0.103
47. H 0.088
48. H 0.088
49. H 0.110